(1)
63
Properties=species:S:1:pos:R:3:lowdin_spin:R:1 method="wB97M-V/def2-TZVPD" homo_ha="-0.430 / -0.430" relative_energy_kcal_mol=22.5 total_energy_ev=-66257.5390 spin_multiplicity=6 charge=+1 e_lumo_ev="-3.7 / -6.2" homo_lumo_gap_ev="8.0 / 5.5"
Fe 0.003 -1.619 -0.709 4.3238
F 0.554 0.053 0.029 0.2269
F 1.487 -2.540 -0.038 0.2437
O -0.458 2.593 0.541 0.0034
O 1.137 -1.008 -2.438 0.0558
O -1.400 -0.460 -1.718 0.0497
O -1.273 -1.970 0.897 0.0600
O 2.797 1.912 0.643 0.0022
C -2.396 3.725 1.291 0.0002
C -2.767 -0.762 -2.093 0.0055
C 1.026 -0.718 -4.756 0.0026
C 4.332 2.918 2.091 0.0002
C 4.075 0.460 2.138 0.0001
C -0.824 2.501 2.886 0.0000
C 1.352 -1.744 -3.676 0.0055
C -0.847 -2.078 2.301 0.0034
C -0.776 -3.561 2.633 0.0009
C -1.742 -1.250 3.203 0.0022
C 2.761 -2.380 -3.640 0.0008
C 3.319 1.781 1.950 0.0001
C -1.519 2.497 1.516 0.0001
C -3.711 0.206 -1.406 0.0016
C -2.939 -0.849 -3.600 0.0011
H 5.182 2.838 1.411 0.0000
H 2.021 1.356 0.519 0.0004
H 3.824 3.851 1.844 0.0000
H 2.812 -3.059 -4.487 0.0002
H -1.703 -4.145 2.648 0.0000
H -3.824 1.162 -1.919 0.0001
H -0.201 -4.025 1.827 -0.0003
H -3.967 -1.080 -3.886 0.0002
H 1.141 -1.108 -5.771 0.0007
H -2.413 -1.736 -3.957 0.0000
H 4.985 0.473 1.542 0.0000
H -3.499 0.295 -0.340 0.0001
H -3.064 3.539 0.447 0.0000
H 4.793 2.945 3.080 0.0000
H -2.009 1.517 1.465 0.0000
H -0.052 1.736 2.960 0.0000
H 4.273 0.390 3.209 0.0000
H 0.207 -1.791 2.248 -0.0006
H -2.087 -2.502 0.953 0.0032
H 2.811 -2.897 -2.682 -0.0001
H 1.843 -0.349 -2.364 0.0015
H -1.575 2.263 3.648 0.0000
H 0.630 -2.557 -3.781 0.0008
H -1.859 4.649 1.089 0.0000
H 2.501 1.926 2.664 0.0000
H -2.704 0.092 -4.095 0.0000
H -1.257 0.499 -1.771 0.0014
H -1.140 -0.748 3.959 0.0003
H -0.038 -0.468 -4.743 0.0001
H -2.418 -1.900 3.764 0.0000
H 3.480 -0.407 1.837 0.0001
H -0.275 -3.708 3.589 0.0003
H -0.440 3.495 3.111 0.0000
H -0.143 1.680 0.473 0.0004
H -4.711 -0.238 -1.391 0.0003
H 3.516 -1.595 -3.640 0.0000
H 1.556 0.233 -4.692 0.0001
H -2.351 -0.536 2.651 0.0002
H -3.045 3.924 2.147 0.0000
H -2.989 -1.718 -1.608 0.0008


(2)
94
Properties=species:S:1:pos:R:3:lowdin_spin:R:1 method="wB97M-V/def2-TZVPD" homo_ha="-0.303 / -0.402" relative_energy_kcal_mol=0.0 total_energy_ev=-201942.6618 spin_multiplicity=8 charge=+1 e_lumo_ev="-1.7 / -1.7" homo_lumo_gap_ev="6.6 / 9.3"
Eu -0.090 -0.178 1.341 7.0011
As -1.543 2.721 1.135 0.0027
As 1.426 0.736 -1.608 0.0009
O 0.707 -1.421 3.344 -0.0004
O 2.710 -3.785 -0.422 0.0000
O 0.020 2.146 1.347 -0.0086
O 3.568 -2.422 1.936 -0.0001
O -0.791 0.215 3.580 0.0005
O 0.081 0.006 -0.940 -0.0074
O 2.435 0.742 3.173 0.0012
O 2.186 -0.995 0.943 -0.0054
N 1.027 -5.139 0.506 0.0002
N -1.376 -2.470 1.271 -0.0040
N 1.294 -4.930 -1.764 0.0000
C 3.393 -3.759 -4.580 0.0000
C -3.903 -0.320 -1.512 0.0011
C -1.891 -2.906 2.417 0.0013
C 2.700 1.629 -0.474 0.0013
C 2.827 -2.911 -6.883 0.0000
C 0.346 -0.297 3.772 0.0018
C -0.428 -3.183 0.661 0.0007
C -3.714 3.468 5.192 0.0002
C -1.365 4.440 0.333 0.0004
C 0.799 2.082 -2.815 0.0000
C -2.464 2.940 2.785 0.0005
C -3.840 2.789 2.890 0.0002
C 3.042 -4.260 -3.340 0.0000
C -1.708 3.363 3.875 0.0001
C -0.141 5.095 0.407 0.0000
C 1.698 -4.408 -3.019 0.0000
C 1.092 -3.587 -5.191 0.0000
C 3.334 -0.320 2.973 0.0004
C 2.390 -0.561 -2.618 0.0000
C 1.769 -4.548 -0.561 0.0000
C -3.110 0.389 0.644 0.0017
C -3.386 0.833 -2.090 0.0002
C -0.035 6.378 -0.113 0.0000
C -2.338 3.625 5.079 0.0000
C -1.130 6.991 -0.699 0.0000
C 0.054 -4.380 1.180 0.0010
C -4.463 3.053 4.104 0.0000
C -2.352 6.335 -0.772 0.0000
C 1.499 0.583 4.251 0.0005
C -2.722 1.764 -1.308 0.0013
C 2.430 -3.419 -5.528 0.0000
C -3.769 -0.542 -0.151 0.0006
C 0.722 -4.065 -3.943 0.0000
C 2.925 -1.284 1.877 0.0004
C -2.471 5.055 -0.250 0.0000
C -1.472 -4.098 3.001 0.0010
C -2.585 1.540 0.059 0.0009
C -0.478 -4.834 2.387 0.0010
H 4.442 -3.644 -4.820 0.0000
H -0.124 -5.754 2.831 0.0000
H -4.202 3.669 6.135 0.0000
H 3.574 0.994 -0.353 0.0000
H 3.526 -0.889 3.886 0.0001
H 0.520 -5.574 -1.721 0.0000
H -2.650 -2.282 2.872 0.0002
H -0.633 3.470 3.793 0.0000
H -4.418 -1.044 -2.126 0.0001
H 1.994 0.122 5.110 0.0002
H -3.429 4.551 -0.296 0.0000
H 0.909 6.902 -0.058 0.0000
H -0.325 -4.174 -3.692 0.0000
H -3.507 1.002 -3.151 0.0000
H 1.767 -0.928 -3.433 0.0000
H 3.293 -2.950 1.133 0.0000
H -1.757 3.946 5.932 0.0000
H -1.913 -4.423 3.931 0.0000
H 3.303 -0.121 -3.020 0.0000
H 2.974 2.551 -0.986 0.0001
H 3.568 -2.115 -6.808 0.0000
H 0.713 4.601 0.857 -0.0001
H 1.965 -2.518 -7.419 0.0000
H 1.151 1.584 4.503 0.0000
H 1.545 -5.795 1.071 0.0000
H -0.051 -2.771 -0.274 0.0006
H 3.262 -3.705 -7.489 0.0000
H 2.636 -1.389 -1.951 0.0000
H 0.325 -3.334 -5.910 0.0000
H 4.286 0.108 2.634 0.0000
H -1.037 7.990 -1.101 0.0000
H 1.623 2.467 -3.416 0.0000
H 0.365 2.900 -2.237 0.0000
H 3.802 -4.528 -2.621 0.0000
H -4.170 -1.437 0.303 0.0000
H -2.317 2.660 -1.767 0.0001
H -5.534 2.932 4.194 0.0000
H 2.251 1.857 0.495 0.0003
H -4.436 2.465 2.045 0.0000
H -3.206 6.814 -1.227 0.0000
H -3.033 0.251 1.725 0.0008
H 0.037 1.642 -3.458 0.0000